CrH50O25 | ωB97M-V/def2-TZVPD

The total charge is +3. The multiplicity is 4. Its expectation value of S² is 3.76. The value obtained for the HOMO energy (alpha / beta) is -17.7707 / -17.7707 eV. The value obtained for the LUMO energy (alpha / beta) is -10.20 / -8.74 eV.

XYZ file:
```
76
Properties=species:S:1:pos:R:3:forces:R:3:mulliken_charge:R:1
Cr 3.5954 -24.9485 -21.7824 -3.4175 0.8112 0.1745 1.92
O 7.6004 -23.8600 -20.1086 0.1074 0.0414 -0.2104 -0.54
H 8.0620 -23.7013 -19.2852 0.3016 0.1746 0.3806 0.23
H 8.2433 -23.6554 -20.7875 0.2193 0.1877 -0.2568 0.24
O 5.4816 -25.1735 -19.3036 -0.6642 -0.4858 0.3030 -0.52
H 5.3899 -25.1087 -18.3530 -0.1324 -0.1482 0.2432 0.24
H 6.2815 -24.6864 -19.5013 0.4850 0.3494 0.0369 0.16
O 2.4471 -24.2255 -17.2349 0.2065 0.1202 -0.3651 -0.71
H 2.4207 -24.0757 -16.2898 -0.1214 -0.0918 0.6801 0.28
H 1.6869 -23.7530 -17.5740 -0.6197 0.1374 0.0796 0.25
O 2.2623 -28.9672 -23.0981 -0.2350 0.4015 0.1140 -0.59
H 2.6954 -29.1326 -23.9354 0.0403 -0.0079 -0.3028 0.27
H 2.6436 -29.6096 -22.4996 -0.0885 -0.2231 0.3273 0.27
O 3.8523 -26.6809 -16.5853 0.0863 0.0904 -0.0895 -0.65
H 4.6399 -26.3815 -16.1310 0.3058 -0.1282 0.4357 0.35
H 3.4577 -25.8815 -16.9338 -0.3687 0.2621 -0.0776 0.24
O 2.1995 -26.0870 -22.8699 0.4718 0.6900 1.1795 -0.27
H 1.9836 -27.0165 -22.7939 0.5768 -1.3349 0.4557 0.13
H 1.8383 -25.8253 -23.7168 -0.1161 0.9105 -0.7275 0.15
O 2.5305 -25.3281 -19.9066 1.4019 0.9138 -0.8399 0.16
H 1.8640 -26.0118 -19.9742 -1.0174 -1.5408 -0.2561 0.20
H 2.3625 -24.9120 -19.0611 0.6146 0.3978 0.1617 0.06
O 4.1465 -26.9641 -21.2060 -1.0410 1.4010 -0.4495 0.42
H 4.0891 -27.3350 -20.3255 -0.2989 -0.2637 1.4555 -0.03
H 4.7821 -27.5183 -21.6588 0.6849 -0.5177 -0.7187 0.06
O 6.0147 -28.3029 -22.3627 -0.1641 -0.3076 -0.6887 -0.63
H 6.7703 -27.9860 -21.8679 0.5483 0.2108 0.7348 0.22
H 6.1340 -29.2518 -22.4014 -0.0299 -0.4789 -0.0679 0.26
O 1.3122 -21.6527 -24.2153 -0.1409 -0.1436 0.3831 -0.49
H 2.1354 -21.7862 -24.6852 0.1137 0.1297 -0.1371 0.24
H 0.8925 -20.9220 -24.6692 -0.1830 0.3522 -0.1807 0.29
O 3.8357 -24.1622 -23.7141 -0.0183 0.0584 0.8383 -0.35
H 3.1697 -23.7934 -24.2943 -1.1820 -0.1267 0.2842 0.04
H 4.6630 -24.0092 -24.1707 1.1632 -0.4994 -0.0777 0.21
O 1.4765 -21.1111 -20.6544 0.1937 -0.4019 -0.0689 -0.50
H 1.3449 -20.7774 -19.7670 -0.0999 0.0945 0.1900 0.24
H 0.9902 -20.5050 -21.2133 -0.1429 0.2879 -0.3228 0.25
O 4.0588 -28.3222 -18.6759 0.0009 -0.2320 -1.4182 -0.62
H 4.0268 -27.6516 -17.9936 -0.0833 0.3349 0.8531 0.35
H 4.9411 -28.6879 -18.6118 0.1642 -0.3333 0.1039 0.27
O 1.8889 -23.5910 -21.9431 1.1978 -0.6577 -0.2378 0.39
H 0.9833 -23.7757 -22.1920 -0.4695 -0.8893 -0.1126 0.04
H 1.8622 -22.7056 -21.5803 0.4035 0.9758 0.5516 0.06
O 3.7520 -21.9303 -18.2199 0.2503 -0.0703 -0.5913 -0.64
H 3.3314 -22.6220 -17.7093 0.0789 -0.3982 0.3357 0.38
H 3.1275 -21.2051 -18.2019 0.0960 0.4746 -0.0016 0.27
O 5.6950 -25.0498 -22.1100 0.6868 0.0988 -0.2615 0.49
H 6.1002 -25.0648 -21.2429 0.2190 -0.1255 0.6571 -0.33
H 6.4250 -25.1670 -22.7180 -0.2320 -0.1211 -0.3846 0.04
O 6.7081 -21.8255 -25.2589 -0.2629 0.6026 0.0300 -0.66
H 6.2239 -22.6374 -25.1088 0.3426 -0.1760 -0.1662 0.44
H 7.6278 -22.0909 -25.2580 0.2779 0.0930 -0.1574 0.28
O 6.0977 -24.4596 -25.1186 -0.0971 -0.0956 0.2607 -0.58
H 5.9293 -24.9101 -25.9462 -0.1097 -0.1588 -0.4615 0.26
H 6.8078 -24.9579 -24.7142 0.3267 -0.1267 -0.1337 0.22
O 4.9820 -21.4694 -23.0480 -0.4595 -0.4396 0.7719 -0.50
H 5.4333 -20.6546 -22.8275 0.2755 0.3306 -0.0971 0.22
H 4.7993 -21.3966 -23.9848 0.2054 0.2278 -0.2222 0.22
O 0.9139 -27.3198 -19.9732 0.0726 0.1417 -0.0224 -0.53
H 0.4537 -27.5790 -19.1749 -0.0336 -0.3499 0.4288 0.28
H 0.2256 -27.2488 -20.6347 -0.2982 -0.0033 -0.4737 0.26
O 7.5892 -27.4045 -20.3266 -0.0643 0.2625 -0.4319 -0.58
H 8.4615 -27.0850 -20.5573 0.4528 0.0238 0.0185 0.27
H 7.6535 -27.6284 -19.3982 -0.0692 -0.1747 0.2950 0.25
O -0.3916 -25.1957 -21.6835 0.2976 0.0148 -0.1986 -0.53
H -1.2237 -25.2112 -22.1564 -0.4569 -0.0819 -0.1919 0.25
H -0.6326 -24.9897 -20.7804 -0.1821 0.1561 0.3353 0.28
O 4.4221 -27.1341 -24.2585 -0.1949 0.4018 -0.4219 -0.63
H 5.0660 -27.6624 -23.7866 0.4316 -0.3058 0.3249 0.24
H 4.4371 -27.4787 -25.1514 -0.0208 -0.0640 -0.3668 0.31
O 4.2899 -23.2053 -20.7515 -0.1224 -0.9328 -1.0652 0.28
H 4.6065 -22.4730 -21.2804 0.1906 0.4787 -1.0847 0.08
H 4.2325 -22.8528 -19.8634 -0.3947 0.0294 1.2424 0.10
O 1.2174 -24.4200 -24.8427 0.5012 -0.4751 0.0713 -0.45
H 0.3337 -24.1016 -24.6585 -0.2697 0.3770 0.0733 0.22
H 1.2495 -24.5010 -25.7959 -0.0906 -0.1343 -0.4706 0.22
```
Forces are in eV/Å.



C33H46AsGeN2RhSi3 | ωB97M-V/def2-TZVPD

The total charge is +4. The multiplicity is 1. The value obtained for the HOMO energy is -17.9336 eV. The value obtained for the LUMO energy is -11.52 eV.

XYZ file:
```
87
Properties=species:S:1:pos:R:3:forces:R:3:mulliken_charge:R:1
Rh 2.3171 -0.5248 0.0843 -0.2476 -0.2187 0.0934 -0.36
C 6.4670 -0.8118 -1.2867 0.0044 -0.0011 0.0025 -1.05
C 5.0759 -0.6769 -1.2908 -0.0096 0.0005 0.0050 -0.13
N 4.3643 -0.6630 -0.1725 0.0502 -0.0485 -0.0043 0.40
C 5.0177 -0.7663 1.0158 0.0046 -0.0023 -0.0294 0.35
C 6.4014 -0.9038 1.1142 0.0055 -0.0008 -0.0129 0.78
C 7.1319 -0.9294 -0.0914 -0.0038 0.0044 -0.0038 -0.57
C 6.9984 -1.0111 2.4151 -0.0150 -0.0008 0.0290 -0.93
C 6.2377 -0.9691 3.5319 0.0213 -0.0009 -0.0158 -1.03
C 4.8130 -0.8140 3.4484 -0.0072 0.0015 0.0226 0.95
C 3.9701 -0.7458 4.5729 -0.0247 -0.0032 -0.0234 -0.79
C 2.6163 -0.5871 4.3918 0.0303 -0.0014 0.0071 -1.12
C 2.1016 -0.4999 3.0997 -0.0413 -0.0115 -0.0148 0.20
N 2.8686 -0.5702 2.0183 0.0441 0.0317 0.0040 0.05
C 4.2150 -0.7192 2.1891 -0.0101 0.0033 0.0013 -0.15
H 6.9978 -0.8243 -2.2280 -0.0016 -0.0013 -0.0013 0.49
H 4.5379 -0.5737 -2.2241 0.0050 0.0008 -0.0024 0.48
H 8.2092 -1.0387 -0.0670 0.0000 -0.0003 0.0021 0.51
H 8.0721 -1.1273 2.4847 0.0004 0.0010 0.0010 0.48
H 6.6912 -1.0506 4.5110 0.0006 0.0003 -0.0003 0.47
H 4.3907 -0.8144 5.5686 0.0027 0.0012 0.0000 0.50
H 1.9431 -0.5246 5.2350 -0.0005 -0.0001 0.0008 0.52
H 1.0418 -0.3723 2.9340 0.0073 -0.0009 -0.0025 0.00
Ge 2.4584 1.8732 0.1883 -0.0983 0.1461 0.0012 1.27
C 3.5482 2.5148 -1.2462 -0.0497 -0.0404 -0.0344 0.09
C 4.7321 3.1976 -0.9637 0.0100 -0.0253 0.0251 -0.62
C 5.5293 3.6601 -2.0026 0.0066 -0.0030 0.0088 -0.73
C 5.1550 3.4355 -3.3200 -0.0026 -0.0005 -0.0036 -0.65
C 3.9783 2.7518 -3.6106 0.0011 -0.0064 0.0051 -0.86
C 3.1783 2.2915 -2.5770 0.0232 0.0310 -0.0126 0.40
C 0.5481 2.3770 -0.0344 -0.0211 0.0210 -0.0219 -0.20
C -0.4549 1.7538 0.8051 0.1377 -0.1259 -0.0393 -0.35
C -1.8357 2.1118 0.6319 -0.0551 -0.0094 -0.0450 -0.14
C -2.2147 2.9772 -0.3590 0.0494 0.0013 0.0304 -0.95
C -1.2241 3.5638 -1.1574 0.0282 -0.0244 0.0151 -0.49
C 0.1357 3.2605 -1.0053 -0.0468 0.0379 -0.0289 -0.53
H 2.9076 2.2314 1.6056 0.0150 0.0390 -0.0123 0.00
H 5.0324 3.3855 0.0610 -0.0005 0.0066 -0.0005 0.45
H 6.4387 4.2032 -1.7830 -0.0009 0.0010 0.0001 0.48
H 5.7765 3.8017 -4.1263 -0.0001 0.0000 0.0001 0.47
H 3.6876 2.5911 -4.6405 -0.0013 0.0003 0.0009 0.48
H 2.2545 1.7717 -2.8166 -0.0053 0.0052 0.0013 0.21
H -0.1594 1.5956 1.8470 0.0024 -0.0453 -0.0244 0.72
H -2.5695 1.7071 1.3195 0.0022 -0.0061 -0.0050 0.54
H -3.2522 3.2499 -0.4922 0.0056 0.0091 -0.0078 0.49
H -1.5142 4.2818 -1.9166 -0.0178 0.0002 0.0074 0.50
H 0.8534 3.7520 -1.6508 0.0402 -0.0204 0.0074 0.57
C -10.2403 -2.8156 -0.6704 0.0086 -0.0034 0.0029 -0.89
Si -9.7918 -1.0615 -0.4987 -0.3134 -0.0371 -0.0255 0.52
C -9.3053 -0.1140 -1.9768 -0.0112 0.0071 0.0015 -0.88
C -10.0315 -0.2011 1.0869 -0.0124 0.0040 -0.0010 -0.90
As -0.1864 -0.2969 0.2710 0.5241 0.0668 0.1622 0.58
Si -1.6280 -1.6083 1.7738 0.0360 0.0882 -0.0471 0.53
C -1.6312 -0.7429 3.4196 0.0221 0.0088 0.0146 -1.13
C -0.7302 -3.2301 1.7674 -0.0038 -0.0163 -0.0193 -1.10
C -3.2998 -1.6361 0.9738 -0.0048 0.0083 0.0001 -0.95
Si -0.2601 -0.7556 -2.0847 -0.0760 0.0152 -0.1119 0.15
C 1.5873 -1.1133 -2.2537 0.0882 0.0049 -0.1163 -0.68
C -1.2150 -2.3253 -2.3171 -0.0027 0.0118 0.0273 -1.08
C -0.8184 0.6283 -3.1812 0.0008 -0.0340 0.0246 -1.00
H -11.2510 -2.8429 -1.1038 -0.0018 0.0039 0.0005 0.36
H -10.2813 -3.3387 0.2841 0.0051 -0.0048 -0.0015 0.35
H -9.5936 -3.3456 -1.3712 -0.0011 -0.0007 0.0004 0.35
H -10.2434 0.1760 -2.4732 0.0029 0.0024 -0.0030 0.35
H -8.7492 -0.7138 -2.6974 0.0047 0.0010 0.0023 0.35
H -8.7736 0.8058 -1.7377 0.0041 -0.0081 -0.0114 0.34
H -11.0682 0.1691 1.0760 0.0011 0.0019 0.0039 0.36
H -9.3889 0.6710 1.2034 -0.0037 -0.0028 0.0046 0.34
H -9.9472 -0.8660 1.9461 0.0104 -0.0009 -0.0003 0.35
H -0.8027 -1.0634 4.0525 -0.0036 0.0086 0.0037 0.35
H -2.5514 -1.0256 3.9398 0.0142 -0.0116 0.0102 0.47
H -1.6288 0.3478 3.3678 -0.0160 -0.0027 -0.0092 0.39
H 0.3497 -3.1165 1.8813 -0.0058 0.0022 0.0324 0.31
H -0.9265 -3.8132 0.8666 0.0069 0.0080 -0.0087 0.35
H -1.0833 -3.8200 2.6188 -0.0075 -0.0150 -0.0156 0.44
H -3.8124 -0.6770 1.0621 -0.0015 0.0063 -0.0014 0.28
H -3.9044 -2.3844 1.4953 -0.0172 0.0133 -0.0050 0.42
H -3.2576 -1.9187 -0.0779 0.0081 -0.0258 0.0140 0.22
H 1.8514 -2.1474 -2.0185 -0.0022 0.0094 0.0443 0.76
H 2.3431 -0.3883 -1.8318 -0.1436 0.1540 0.0703 -0.21
H 1.8592 -0.9693 -3.3076 0.0333 -0.0483 0.0068 0.55
H -0.9283 -3.1089 -1.6136 -0.0029 0.0011 0.0029 0.31
H -1.0181 -2.7062 -3.3240 0.0148 0.0021 0.0020 0.43
H -2.2906 -2.1608 -2.2419 0.0038 0.0078 -0.0002 0.31
H -0.1515 1.4889 -3.1686 -0.0016 0.0193 0.0091 0.31
H -1.8304 0.9571 -2.9421 -0.0001 0.0124 0.0101 0.35
H -0.8396 0.2417 -4.2050 0.0069 -0.0017 0.0010 0.45
```
Forces are in eV/Å.



Relative energy (zero: lowest compared OMol25 entry of this formula, charge and spin) readings, ordered: 103.19 0.00 kcal/mol